[1]
{
  "formula": "C8H8O4",
  "method": "ωB97M-V/def2-TZVPD",
  "fmax_ev_per_a": 9.12,
  "e_above_lowest_ev": 3.317,
  "lumo_energy_ev": -0.40,
  "smiles": "O=C(O)C(=O)O.C=C1C=CC=C1",
  "multiplicity": 1,
  "e_tot_ha": -610.5009,
  "gap_ev": 7.196,
  "elements": ["H", "O", "H", "H", "H", "C", "H", "C", "C", "O", "O", "C", "C", "O", "C", "H", "C", "H", "H", "C"],
  "xyz": [[-3.41, 1.84, -0.74], [-2.56, 1.39, -0.70], [1.93, 0.95, 2.58], [1.81, -2.40, -1.09], [1.16, -0.30, -2.65], [1.68, 1.33, 1.59], [1.09, 1.89, -1.19], [1.63, 0.52, 0.54], [1.70, -1.38, -0.74], [-0.43, -0.29, -0.37], [-1.79, -1.78, 0.65], [1.33, 0.88, -0.86], [-2.78, 0.22, -0.10], [-3.85, -0.16, 0.31], [1.84, -0.94, 0.52], [2.08, -1.52, 1.40], [-1.55, -0.66, 0.07], [1.50, 2.41, 1.50], [-2.76, -1.79, 0.87], [1.37, -0.22, -1.60]],
  "lowdin_charge": [0.1390, 0.1708, 0.0643, 0.1064, 0.1015, 0.0917, 0.1154, -0.3228, -0.0758, 0.0109, 0.1904, -0.0949, -0.4100, 0.1270, -0.0750, 0.1047, -0.3401, 0.0702, 0.1415, -0.1153]
}


[2]
{
  "formula": "C8H8OS2",
  "method": "ωB97M-V/def2-TZVPD",
  "fmax_ev_per_a": 3.90,
  "e_above_lowest_ev": 1.359,
  "lumo_energy_ev": 0.55,
  "multiplicity": 1,
  "e_tot_ha": -1181.1971,
  "gap_ev": 9.540,
  "elements": ["C", "C", "H", "H", "O", "H", "H", "S", "C", "S", "H", "C", "H", "H", "C", "C", "H", "C", "C"],
  "xyz": [[1.14, 1.62, -1.39], [0.67, 0.00, 0.32], [2.33, 1.37, 0.41], [-1.71, -0.12, -2.26], [-2.52, 0.49, 1.79], [-0.34, 1.87, -3.04], [1.88, -1.55, 1.55], [-2.01, -0.90, 1.80], [1.44, 0.99, -0.18], [-0.11, -1.25, 2.75], [1.84, 0.10, 2.26], [-1.31, -1.45, 0.17], [1.86, 2.31, -1.85], [-0.88, -2.46, 0.60], [-0.84, 0.22, -1.61], [-0.10, 1.33, -2.03], [-2.12, -1.56, -0.52], [-0.40, -0.44, -0.38], [1.20, -0.58, 1.62]],
  "lowdin_charge": [-0.0711, -0.2962, 0.1408, 0.1345, -0.5465, 0.1355, 0.1110, 0.6645, -0.0707, 0.5967, 0.0828, -0.3559, 0.1033, 0.1107, -0.0146, -0.0865, 0.0707, -0.2680, -0.4410]
}


[3]
{
  "formula": "C8H8OS2",
  "method": "ωB97M-V/def2-TZVPD",
  "fmax_ev_per_a": 7.36,
  "e_above_lowest_ev": 2.911,
  "lumo_energy_ev": [-1.16, -1.31],
  "smiles": "CS/C(=C\\C=O)c1cccs1",
  "multiplicity": 1,
  "e_tot_ha": -1181.1400,
  "gap_ev": [7.331, 6.203],
  "elements": ["C", "C", "H", "H", "H", "S", "H", "H", "H", "H", "C", "C", "C", "O", "C", "C", "H", "C", "S"],
  "xyz": [[1.34, -1.82, 2.71], [0.17, -0.54, 0.59], [1.32, 0.38, 2.49], [0.39, -1.27, -2.09], [0.22, 4.15, -0.67], [-0.39, -2.06, 0.06], [-1.38, -1.57, -2.11], [-0.25, -2.93, -2.13], [1.02, -2.71, 2.12], [-1.81, 2.93, -1.78], [-1.08, 2.46, -1.15], [-0.42, -1.92, -1.76], [-0.03, 3.11, -0.58], [1.89, -1.96, 3.79], [-0.07, 0.71, 0.02], [1.09, -0.59, 2.09], [-1.87, 0.42, -1.16], [-1.10, 1.09, -0.83], [0.94, 2.09, 0.39]],
  "lowdin_charge": [-0.4055, -0.4961, 0.0513, 0.0486, 0.0661, 0.9310, 0.0258, 0.0326, 0.0748, 0.1062, -0.1748, -0.3496, -0.3962, 0.0036, -0.5797, 0.0101, 0.1064, -0.1211, 1.0665]
}


[4]
{
  "formula": "C8H8S3",
  "method": "ωB97M-V/def2-TZVPD",
  "fmax_ev_per_a": 0.49,
  "e_above_lowest_ev": 1.175,
  "lumo_energy_ev": -1.38,
  "smiles": "C#C/C=C/C=S.C=CSC=S",
  "multiplicity": 1,
  "e_tot_ha": -1504.0349,
  "gap_ev": 7.591,
  "elements": ["C", "C", "H", "H", "S", "C", "C", "H", "C", "C", "H", "H", "H", "S", "S", "H", "C", "H", "C"],
  "xyz": [[0.91, -0.36, 1.01], [-2.79, 1.06, -0.47], [4.45, -1.85, 0.01], [0.60, 0.67, 0.87], [6.06, -0.41, -0.99], [-1.97, 2.23, -0.39], [4.65, -0.83, -0.33], [-2.63, -2.30, -0.04], [-3.15, -1.38, -0.29], [2.11, -0.80, 0.65], [-0.71, 4.11, -0.27], [0.20, -1.04, 1.46], [2.42, -1.83, 0.80], [-4.72, -1.47, -0.70], [3.32, 0.26, -0.09], [-1.29, -0.31, 0.09], [-2.33, -0.18, -0.21], [-3.82, 1.19, -0.77], [-1.30, 3.23, -0.33]],
  "lowdin_charge": [-0.0939, -0.1152, 0.0110, 0.0530, 0.5979, -0.1278, -1.0871, 0.0451, -0.6522, -0.4871, 0.0331, 0.0618, 0.0693, 0.6872, 0.8887, 0.0593, -0.1715, 0.0945, 0.1336]
}


[5]
{
  "formula": "C8H9BeNS2",
  "method": "ωB97M-V/def2-TZVPD",
  "fmax_ev_per_a": 2.07,
  "e_above_lowest_ev": 1.609,
  "lumo_energy_ev": [-0.48, -0.29],
  "multiplicity": 1,
  "e_tot_ha": -1175.9088,
  "gap_ev": [5.000, 5.102],
  "elements": ["H", "C", "C", "S", "C", "C", "H", "H", "C", "C", "H", "H", "H", "N", "C", "H", "H", "Be", "H", "S", "C"],
  "xyz": [[1.53, 1.33, -4.06], [0.35, 1.35, 2.53], [0.33, 0.50, 3.66], [-0.20, -3.10, 1.86], [0.52, 1.55, -4.54], [-0.28, -0.52, 1.18], [0.35, 0.84, -5.36], [-0.34, 2.22, -4.05], [-1.03, -2.59, 0.38], [-0.14, -1.36, 2.29], [0.66, 2.38, 2.62], [0.53, 0.83, 4.66], [-0.06, 1.38, 0.33], [-0.76, -1.25, 0.09], [0.00, 0.84, 1.26], [0.11, -1.57, 4.37], [0.13, 0.85, -3.65], [-1.20, -1.72, -1.34], [0.99, 2.52, -4.91], [-1.57, -3.59, -0.88], [0.09, -0.87, 3.55]],
  "lowdin_charge": [0.0679, -0.0649, -0.0819, 0.9987, -0.2568, -0.2922, 0.0630, 0.0924, -1.0866, -0.4598, 0.0981, 0.0929, 0.1116, -0.0999, -0.0095, 0.1076, 0.0203, 0.0879, 0.0441, 0.6656, -0.0986]
}


[6]
{
  "formula": "C8H9BrN2",
  "method": "ωB97M-V/def2-TZVPD",
  "fmax_ev_per_a": 1.47,
  "e_above_lowest_ev": 2.272,
  "lumo_energy_ev": -0.21,
  "multiplicity": 1,
  "e_tot_ha": -2993.6655,
  "gap_ev": 8.997,
  "elements": ["H", "H", "C", "C", "H", "C", "C", "H", "C", "C", "H", "Br", "C", "N", "H", "C", "H", "N", "H", "H"],
  "xyz": [[1.12, 0.09, -1.31], [-0.60, -1.88, 0.28], [-2.60, 0.78, -0.02], [0.46, -0.77, -1.23], [1.06, 1.57, 2.13], [0.85, 1.27, 1.10], [-2.87, 2.04, -0.65], [1.09, -1.56, 0.68], [0.36, 2.52, 0.38], [0.20, -1.13, 0.23], [-0.48, -0.23, 2.08], [-3.81, -0.65, 0.13], [-1.32, 0.86, 0.42], [-0.88, 2.14, 0.05], [-0.47, -0.53, -1.74], [-0.23, 0.08, 1.07], [1.81, 0.97, 0.68], [-1.84, 2.83, -0.59], [0.92, -1.61, -1.74], [-3.78, 2.35, -1.13]],
  "lowdin_charge": [0.0716, 0.1043, -0.6344, -0.0870, 0.1072, -0.1524, -0.1390, 0.1127, 0.0960, -0.2142, 0.1432, 0.7422, -0.2314, -0.1553, 0.0762, -0.2255, 0.1021, 0.0986, 0.0749, 0.1103]
}


[7]
{
  "formula": "C8H9CeN6O4S",
  "method": "ωB97M-V/def2-TZVPD",
  "fmax_ev_per_a": 1.70,
  "e_above_lowest_ev": 0.000,
  "lumo_energy_ev": -5.65,
  "charge": 1,
  "multiplicity": 1,
  "e_tot_ha": -1812.7385,
  "gap_ev": 6.441,
  "elements": ["C", "N", "C", "C", "H", "H", "O", "H", "O", "H", "H", "O", "H", "C", "N", "S", "H", "H", "O", "C", "N", "N", "C", "C", "Ce", "N", "C", "N", "H"],
  "xyz": [[-0.87, -0.94, 0.37], [1.67, 0.56, -3.53], [-2.18, 3.09, 0.58], [-1.38, 0.47, 0.43], [-1.51, -2.94, 0.09], [-1.68, -2.36, 1.73], [2.40, 2.82, -0.18], [-2.45, 4.14, 0.62], [2.55, 1.23, -2.89], [-3.29, -0.01, 1.30], [2.00, -4.53, 0.43], [0.61, 0.60, -2.87], [3.48, -4.05, -0.33], [2.02, -2.61, -0.19], [0.38, -1.10, 0.09], [3.09, -1.45, -1.04], [-0.22, 3.48, -0.22], [-4.01, 2.34, 1.41], [2.84, 1.22, 1.02], [-3.03, 2.10, 1.02], [-0.55, 1.45, 0.03], [2.56, -3.82, -0.03], [-1.78, -2.07, 0.68], [-2.63, 0.77, 0.95], [1.67, 0.80, -0.87], [3.28, 2.31, 0.59], [-0.93, 2.73, 0.11], [0.80, -2.41, 0.21], [-2.82, -1.81, 0.49]],
  "lowdin_charge": [-0.2223, -0.0394, -0.0076, -0.1773, 0.0885, 0.1149, -0.1878, 0.1255, -0.2006, 0.1189, 0.1218, -0.1694, 0.1019, -0.7370, -0.0723, 0.7337, 0.1287, 0.1288, -0.1729, 0.0008, -0.0051, 0.1111, -0.0064, 0.0300, 1.1986, -0.0392, -0.0670, 0.0210, 0.0800]
}


[8]
{
  "formula": "C8H9Cl3Si",
  "method": "ωB97M-V/def2-TZVPD",
  "fmax_ev_per_a": 3.75,
  "e_above_lowest_ev": 4.649,
  "lumo_energy_ev": [-0.60, -0.60],
  "multiplicity": 1,
  "e_tot_ha": -1980.2851,
  "gap_ev": [7.862, 7.858],
  "elements": ["C", "C", "C", "C", "H", "H", "C", "Cl", "Cl", "Si", "H", "H", "H", "H", "C", "C", "H", "Cl", "C", "H", "H"],
  "xyz": [[-0.06, 0.40, 0.48], [-0.98, -0.76, 2.73], [2.27, -0.39, -2.24], [-1.19, -0.39, 0.35], [0.56, 0.39, 3.83], [3.31, -0.40, -2.08], [0.08, 0.09, 2.89], [1.87, 1.60, 1.76], [0.46, 2.05, -3.34], [1.58, 1.33, -1.79], [-1.26, 0.49, -1.43], [1.80, -1.29, -1.94], [-1.58, -1.22, -1.67], [-2.29, -1.91, 1.29], [0.57, 0.63, 1.65], [-1.62, -1.03, 1.54], [-2.85, -0.12, -0.98], [2.90, 2.83, -1.28], [-1.83, -0.39, -0.96], [2.09, -0.32, -3.37], [-1.28, -1.42, 3.58]],
  "lowdin_charge": [-0.0768, -0.1351, -0.2337, -0.3276, 0.1081, -0.0029, -0.1044, 0.7303, 0.2876, -0.0713, 0.0426, 0.0152, 0.0992, 0.1312, -0.8105, -0.0544, 0.0621, 0.2524, -0.0719, 0.0423, 0.1176]
}


[9]
{
  "formula": "C8H9EuO6P",
  "method": "ωB97M-V/def2-TZVPD",
  "fmax_ev_per_a": 7.00,
  "lumo_energy_ev": [-16.57, -13.31],
  "charge": 3,
  "multiplicity": 7,
  "e_tot_ha": -1812.2222,
  "gap_ev": [5.099, 8.391],
  "elements": ["H", "H", "H", "O", "C", "C", "H", "C", "O", "H", "P", "O", "O", "H", "H", "C", "H", "C", "H", "O", "Eu", "C", "C", "O", "C"],
  "xyz": [[-0.34, -3.61, 0.44], [-1.07, -2.18, -0.41], [2.30, -3.47, 0.98], [1.52, 3.79, -3.37], [-0.13, -2.69, -0.13], [-1.99, 1.07, -0.10], [3.24, -1.91, 1.13], [-1.04, 3.36, -1.70], [1.20, -0.34, 0.09], [2.25, -2.52, 2.55], [0.87, -1.60, 0.89], [-2.59, 0.29, -4.74], [-1.11, 4.82, 1.65], [0.44, -2.93, -1.05], [-1.09, -0.78, 2.04], [1.42, 3.12, -2.42], [-0.20, -2.04, 2.98], [-1.67, 0.54, -4.12], [0.45, -0.35, 2.89], [-1.88, 3.96, -2.21], [0.69, 1.90, -0.10], [-0.09, -1.15, 2.34], [2.33, -2.47, 1.44], [-3.14, 1.10, -0.18], [-0.37, 4.09, 1.13]],
  "lowdin_charge": [0.0985, 0.0670, 0.0917, 0.1914, -0.1427, -0.0048, 0.0857, -0.1065, -0.5736, 0.0858, 0.5960, 0.0681, 0.1844, 0.0922, 0.0505, -0.0206, 0.0962, -0.0099, 0.0711, 0.2145, 1.9567, -0.1627, -0.1206, 0.1803, 0.0111]
}


[10]
{
  "formula": "C8H9F2NS",
  "method": "ωB97M-V/def2-TZVPD",
  "fmax_ev_per_a": 1.56,
  "e_above_lowest_ev": 0.000,
  "lumo_energy_ev": 0.41,
  "smiles": "FN(F)c1cc2c(s1)CCCC2",
  "multiplicity": 1,
  "e_tot_ha": -962.7882,
  "gap_ev": 9.479,
  "elements": ["F", "H", "C", "H", "H", "F", "C", "H", "N", "C", "C", "H", "C", "C", "C", "C", "H", "S", "H", "H", "H"],
  "xyz": [[2.24, -5.00, 1.66], [1.92, -0.27, -1.12], [1.38, -2.90, 1.94], [-1.76, 1.63, 0.04], [0.39, -0.99, -1.63], [3.24, -3.68, 3.06], [1.66, -2.34, 0.72], [-1.77, -0.03, -0.59], [1.94, -4.00, 2.58], [0.17, 0.91, -0.63], [0.88, -0.43, -0.83], [0.06, 1.41, -1.59], [-0.06, -0.97, 1.44], [-1.04, 0.15, 1.43], [-1.20, 0.69, 0.01], [0.83, -1.24, 0.43], [-0.68, 0.95, 2.09], [0.10, -2.07, 2.76], [0.77, 1.55, 0.02], [-2.00, -0.19, 1.83], [2.42, -2.72, 0.06]],
  "lowdin_charge": [-0.0144, 0.1195, -0.5477, 0.1110, 0.1244, -0.0336, -0.0322, 0.1201, -0.0863, -0.1944, -0.1448, 0.1102, -0.4768, -0.1992, -0.1934, -0.2651, 0.1215, 1.1197, 0.1204, 0.1128, 0.1283]
}